No. 1
This record from the OMol25 dataset describes C18H12ClN5O4Pd as an isolated structure. The level of theory is ωB97M-V with the def2-TZVPD basis set.

The calculation puts the highest occupied orbital energy at 0.68 eV. Its total charge is -2. The value obtained for the largest force on an atom is 0.685 eV Å⁻¹. Its frontier orbital gap is 4.7 eV. Its energy above the lowest of the compared OMol25 structures with the same formula, charge and spin is 161.93 kJ/mol.

```
41
Properties=species:S:1:pos:R:3:forces:R:3
Pd -0.9508 0.5288 0.5309 -0.15 -0.38 -0.45
Cl -1.1819 2.5157 2.7886 -0.25 -0.26 -0.31
O 0.1534 2.1254 2.4465 -0.08 0.32 0.36
O -2.1251 1.7721 1.8626 0.50 0.29 0.37
O -1.5149 2.1401 4.1325 -0.02 0.09 -0.08
O -1.3928 3.9192 2.5793 -0.03 -0.09 0.07
N 0.8122 1.2101 -2.2743 0.12 -0.10 0.05
N -1.1876 -1.0780 1.8068 0.05 0.13 0.11
N 0.3676 -0.4665 -0.5054 -0.06 0.02 0.01
N 0.5596 -2.4702 0.9388 0.13 0.05 -0.08
N -0.9750 2.0199 -0.8978 0.05 0.09 0.15
C 3.7736 -2.0355 -3.1269 0.00 -0.07 0.06
C -0.0709 2.0992 -1.9506 -0.14 0.06 -0.08
C 2.9350 -0.9585 -3.0297 -0.05 0.01 0.05
C -2.4658 -1.9398 3.6679 0.05 -0.10 0.00
C 3.6995 -3.1147 -2.1848 0.01 0.07 -0.06
C 1.9827 -0.9167 -1.9837 0.10 0.01 -0.15
C -2.1994 -1.0123 2.7032 0.01 0.05 -0.12
C 2.7883 -3.0956 -1.1640 -0.05 0.06 0.01
C -0.5846 -3.1764 2.8597 0.08 0.04 -0.09
C 0.8983 -1.6772 -0.1323 -0.11 0.01 0.04
C 1.9088 -1.9934 -1.0437 0.09 -0.15 0.00
C -1.9257 2.9757 -0.7785 0.00 -0.13 0.03
C -0.1408 3.2904 -2.7861 0.07 -0.10 0.03
C -1.0890 4.2345 -2.6142 -0.07 0.04 0.03
C 1.0149 0.0207 -1.6146 -0.10 0.05 0.01
C -1.5894 -3.0574 3.7519 -0.08 0.03 0.05
C -0.3659 -2.1990 1.8020 -0.15 -0.08 0.04
C -2.0531 4.0721 -1.5808 0.05 0.01 -0.10
H 2.9894 -0.1377 -3.7364 -0.01 0.00 0.00
H -3.2904 -1.7907 4.3502 0.00 0.00 0.00
H 2.7307 -3.9065 -0.4462 -0.01 0.00 0.00
H 4.5101 -2.0784 -3.9234 0.00 -0.01 0.00
H -2.8387 4.7907 -1.3958 0.00 0.00 0.00
H 4.3814 -3.9533 -2.2865 0.01 0.00 -0.01
H -1.7249 -3.8079 4.5253 0.00 0.00 -0.01
H -2.6200 2.8307 0.0351 0.02 0.01 0.04
H 0.1061 -4.0094 2.8699 0.00 0.00 0.00
H 0.6117 3.3566 -3.5611 0.00 0.00 0.00
H -1.1131 5.1082 -3.2589 0.00 -0.01 -0.01
H -2.8236 -0.1351 2.6245 0.02 0.04 0.02
```
Forces are in eV/Å.


No. 2
This record from the OMol25 dataset describes a 2-piece molecular cluster, C18H12N3O2 overall at a distorted geometry. The level of theory is ωB97M-V with the def2-TZVPD basis set.

The calculation puts the highest occupied orbital energy at -3.75 eV. Its total charge is -1. The value obtained for the largest force on an atom is 2.952 eV Å⁻¹. Its frontier orbital gap is 5.8 eV.

```
35
Properties=species:S:1:pos:R:3:forces:R:3
O -1.3423 -0.5049 0.4213 -0.01 -0.02 -0.32
O 2.7316 2.5643 -4.0985 -0.22 -0.18 -0.51
N 0.8701 -2.2552 3.3157 0.67 0.91 -2.25
N 2.2320 -2.9271 -0.8179 -0.76 1.71 1.86
N -5.2203 -1.8804 5.7373 0.98 0.38 -1.51
C 2.5826 1.8488 -0.5512 -0.44 -0.80 0.45
C 1.7314 0.7152 -0.4914 0.01 0.66 -1.14
C -3.8201 -1.3389 3.6103 -0.22 -0.07 0.37
C -2.7437 -2.0753 1.5704 0.39 0.56 -0.20
C -2.6402 0.2810 2.2546 0.33 -0.40 -0.39
C 1.1264 -1.8119 2.2627 -0.85 -0.88 2.58
C 1.4806 0.8222 -2.9166 0.73 0.81 -0.30
C -4.5901 -1.6393 4.7792 -0.80 -0.31 1.24
C 2.9258 2.4228 -1.7501 -0.25 -0.09 -1.09
C 1.4289 -1.2433 0.9912 0.20 1.23 0.02
C 2.1855 2.1026 -5.3538 0.25 0.18 0.73
C -3.3873 -0.0226 3.3644 -0.03 0.11 -0.06
C 1.8664 -2.1620 -0.0077 0.68 -1.89 -2.17
C 2.3688 1.9262 -2.9546 -0.46 -0.68 0.59
C -2.1821 -0.7466 1.3229 -0.58 -0.17 0.89
C 1.1913 0.2260 -1.7014 0.03 -0.03 0.79
C 1.4007 0.1060 0.7854 0.37 -1.04 0.38
C -3.4931 -2.3502 2.6874 -0.01 -0.03 -0.15
H -2.4861 -2.8560 0.8565 -0.02 0.08 0.16
H -3.6524 0.7666 4.0718 0.02 -0.22 -0.17
H 2.6296 2.7708 -6.0920 -0.14 -0.17 0.00
H 2.4781 1.0619 -5.5539 -0.06 0.25 0.06
H 0.4991 -0.6158 -1.6651 0.12 0.28 0.05
H 3.0047 2.2300 0.3783 -0.09 0.01 -0.19
H 1.0383 0.4362 -3.8373 0.13 0.12 0.39
H 1.2283 0.7683 1.6382 -0.15 -0.35 -0.24
H 3.6151 3.2599 -1.8186 -0.13 -0.10 0.08
H 1.0898 2.1922 -5.3665 0.27 -0.01 0.02
H -2.3043 1.2975 2.0564 -0.04 -0.13 0.10
H -3.8430 -3.3689 2.8726 0.08 0.29 -0.05
```
Forces are in eV/Å.


No. 3
This record from the OMol25 dataset describes C18H13Br2IrN3O3S6 as an isolated structure at a distorted geometry. The level of theory is ωB97M-V with the def2-TZVPD basis set.

The calculation puts the highest occupied orbital energy (spin up / spin down) at -0.59 / -0.58 eV. Its total charge is -2. The value obtained for the largest force on an atom is 3.818 eV Å⁻¹. Its multiplicity is 2. Its frontier orbital gap (spin up / spin down) is 4.1 / 4.1 eV. The expectation value of S² is 0.7579. Its energy above the lowest of the compared OMol25 structures with the same formula, charge and spin is 397.38 kJ/mol.

```
46
Properties=species:S:1:pos:R:3:forces:R:3
Ir 0.4246 -0.0516 -0.6367 1.88 -1.50 -2.96
Br 1.4998 1.7374 6.5237 0.02 -0.05 0.06
Br 1.9250 -3.3445 4.1201 0.00 0.16 0.15
S -1.4536 -3.5430 -3.0977 -0.37 -0.31 -0.02
S -1.2493 -2.4028 -1.5188 -0.34 -0.23 1.18
S 2.0223 1.4551 -1.9726 -0.80 -0.39 0.90
S 1.8440 -1.7416 0.2068 -0.04 1.45 -1.15
S -2.0811 -3.2728 0.2757 0.67 0.76 -0.63
S -3.6398 -4.3935 -0.0611 -0.33 -0.43 -0.23
O 1.1831 -1.9092 1.7407 -0.29 0.63 1.62
O -1.9367 1.8559 -3.3698 0.04 0.23 -0.24
O -1.7635 -0.0288 0.7148 -0.75 0.26 0.49
N 2.5777 -1.0880 -2.5001 0.21 -0.20 0.16
N 0.8276 0.9514 1.3217 -0.91 1.78 0.76
N -1.5219 0.8485 -1.3459 1.50 0.09 0.79
C 1.6080 -2.4198 -4.1848 0.49 -0.34 0.23
C 1.4172 0.6538 4.9504 0.22 -0.72 0.74
C 1.6639 -0.6991 5.1049 -0.25 1.56 0.29
C -3.5238 2.1027 -1.5437 0.04 -0.08 -0.12
C 0.5616 -0.3283 -3.5501 -0.22 -0.71 -1.27
C 1.5417 -0.1385 -2.5190 -0.04 0.37 0.54
C 1.0742 0.4162 2.5431 0.13 1.03 0.08
C 1.3053 -0.9709 2.7044 0.16 -1.99 -0.04
C 0.8518 2.6163 3.5663 -0.30 0.72 -1.26
C 1.6090 -1.4798 3.9776 -0.28 -0.40 -1.63
C 0.5956 3.1260 2.2940 0.33 0.22 2.06
C -3.5111 1.4343 -0.1802 0.00 -0.10 0.03
C -2.2275 1.5978 -2.2194 -0.40 0.31 -0.15
C 0.5817 -1.4416 -4.3340 -0.02 0.98 0.20
C 2.5580 -2.2250 -3.2424 -0.17 -0.19 -0.54
C -2.1930 0.6689 -0.1965 -0.65 -0.11 0.56
C 0.6072 2.2795 1.2177 0.42 -2.08 -0.44
C 1.1206 1.2511 3.7126 0.05 -0.37 -0.12
H 1.6052 -3.3110 -4.7913 0.03 -0.12 0.07
H -3.4756 3.1920 -1.4894 0.01 -0.01 -0.06
H 1.8788 -1.1346 6.0671 0.05 0.06 0.08
H 0.4478 2.6554 0.2157 -0.04 -0.18 -0.14
H 3.2420 -0.9894 -1.7429 -0.06 0.04 -0.16
H -0.1983 0.4327 -3.6717 0.06 -0.03 0.09
H 0.4046 4.1820 2.1559 -0.04 -0.01 -0.01
H -0.1792 -1.5985 -5.0815 -0.14 0.05 0.01
H -4.3354 0.7364 -0.0374 0.02 -0.04 0.08
H 3.3634 -2.9211 -3.0572 0.01 -0.05 0.03
H -4.3892 1.8327 -2.1497 0.07 0.03 -0.07
H 0.8410 3.2741 4.4226 0.05 -0.06 0.05
H -3.5039 2.1334 0.6580 -0.02 -0.05 0.02
```
Forces are in eV/Å.


No. 4
This record from the OMol25 dataset describes C18H13Br2IrN3O3S6 as an isolated structure. The level of theory is ωB97M-V with the def2-TZVPD basis set.

The calculation puts the highest occupied orbital energy (spin up / spin down) at -0.26 / -0.63 eV. Its total charge is -2. The value obtained for the largest force on an atom is 0.673 eV Å⁻¹. Its multiplicity is 2. Its frontier orbital gap (spin up / spin down) is 4.3 / 4.7 eV. The expectation value of S² is 0.7563. Its energy above the lowest of the compared OMol25 structures with the same formula, charge and spin is 0.00 kJ/mol.

```
46
Properties=species:S:1:pos:R:3:forces:R:3
Ir 0.3093 0.9963 -0.7018 0.37 0.27 -0.49
Br -0.4348 -0.5976 6.3594 0.00 0.00 -0.01
Br 4.1131 -0.9504 3.0647 -0.01 0.00 -0.01
S 1.0722 3.2518 -0.2768 0.00 -0.01 0.29
S 1.4189 1.0177 -2.8143 -0.16 -0.03 0.27
S -2.2278 3.5448 -1.0204 0.16 0.11 0.19
S -0.4967 4.6317 -0.5086 -0.09 -0.04 -0.29
S -1.5502 1.9782 -2.1410 -0.23 -0.07 0.05
S -0.0569 -1.2687 -0.9050 -0.13 -0.29 0.05
O -5.1103 -0.6833 0.6579 0.02 0.02 -0.01
O -1.4729 -1.4110 -1.9899 0.10 0.09 -0.06
O 2.2194 0.1984 0.9998 0.01 -0.02 0.02
N 3.1773 -0.3702 -1.3960 -0.05 -0.10 -0.12
N -3.0524 -1.0764 -0.3176 0.05 -0.02 0.04
N -0.4942 0.8469 1.2356 -0.04 0.00 -0.02
C 2.2761 -0.4766 3.2405 0.01 0.01 0.00
C 5.1044 -1.4762 -2.1767 0.01 -0.01 -0.01
C -1.7843 0.5014 3.6711 0.00 0.00 -0.01
C 4.7848 -1.0106 -3.4760 0.00 0.00 0.01
C -4.8812 -0.4284 -1.7445 -0.01 -0.01 0.02
C -4.3961 -0.7382 -0.3229 -0.07 0.03 -0.01
C -2.6538 -1.1286 -1.5536 -0.05 0.00 0.00
C -0.4137 0.1749 3.5581 -0.02 0.00 0.02
C 0.2130 0.3584 2.3016 0.06 0.06 -0.02
C -2.4529 0.9810 2.5897 0.01 -0.02 -0.01
C 3.6777 -0.2510 -3.6935 -0.01 0.01 0.00
C -3.7049 -0.8525 -2.6064 0.03 -0.03 -0.07
C 1.6688 -0.6576 4.4802 -0.02 0.00 -0.01
C 1.6290 0.0344 2.1024 -0.06 -0.05 0.03
C 4.2645 -1.1276 -1.1640 -0.01 0.03 -0.01
C -1.7657 1.1418 1.3786 -0.03 -0.05 0.04
C 2.8033 0.0935 -2.6174 0.07 0.00 0.05
C 0.3533 -0.3359 4.6366 0.01 0.00 0.01
H 5.4275 -1.2676 -4.3105 0.00 0.00 0.00
H -2.2863 0.3518 4.6171 0.00 0.00 0.00
H -3.3321 -0.0761 -3.2720 0.01 0.02 0.01
H 3.4143 0.1024 -4.6802 0.01 0.00 0.00
H 2.2426 -1.0515 5.3075 0.00 0.00 0.00
H -2.2696 1.5226 0.5053 -0.01 0.00 -0.06
H 5.9730 -2.0878 -1.9848 0.01 0.00 0.00
H -3.8858 -1.7560 -3.1941 -0.02 -0.01 0.04
H -5.8185 -0.9493 -1.9391 0.01 0.00 0.00
H 2.5725 -0.1416 -0.5849 0.05 0.07 0.07
H -3.5080 1.2132 2.6220 0.00 0.00 0.01
H -5.0632 0.6459 -1.8066 0.01 0.00 -0.01
H 4.3971 -1.4161 -0.1295 0.00 0.02 0.01
```
Forces are in eV/Å.


Total energy for every record listed, in sequence, given in eV: -50498.2564 -27425.8439 -237425.8247 -237429.9432.